Record 1
14
Properties=species:S:1:pos:R:3 method="wB97M-V/def2-TZVPD" smiles="O=C1[C@H]2N[C@@H]1C[C@@H]2F" total_energy_ha=-423.877219 orbital_gap_ev=10.7 relative_energy_kj_mol=373.4 fmax_ev_per_a=6.0 homo_energy_ha=-0.3585
C 0.4435 0.8444 0.8559
C 1.2475 -0.2799 0.1657
C 0.1248 -0.8984 -0.7467
C -1.0061 0.5829 0.2410
C -0.5023 0.4757 -1.1382
H 0.8050 1.9440 0.5953
H 1.5103 -1.0597 1.0101
H 2.0443 -0.1001 -0.5520
H 0.3679 -1.7617 -1.4290
H -1.9666 -1.2701 0.0528
H -1.8890 0.9429 0.6963
N -0.9205 -1.0349 0.3277
O -0.6957 1.0200 -2.2402
F 0.4370 0.5949 2.1613


Record 2
91
Properties=species:S:1:pos:R:3 method="wB97M-V/def2-TZVPD" total_energy_ha=-4748.120970 total_charge=+1 orbital_gap_ev=8.9 relative_energy_kj_mol=0.0 fmax_ev_per_a=1.7 homo_energy_ha=-0.4334
Hg -0.9634 22.8781 -12.0255
P -3.2884 23.8901 -9.8043
F -4.6266 23.5777 -10.6098
F -3.8729 23.2805 -8.4547
F -2.7136 22.3853 -10.1945
F -1.8492 24.2041 -9.1351
F -2.6612 24.4396 -11.2666
F -3.7799 25.3435 -9.4160
N -2.5491 21.6885 -13.2037
C -3.4889 21.0082 -12.5577
C -4.4242 20.2475 -13.2019
C -4.3933 20.1476 -14.5831
C -3.4274 20.8654 -15.2613
C -2.5174 21.5779 -14.5178
H -3.5175 21.1196 -11.4810
H -5.1642 19.6786 -12.6550
H -5.1305 19.5717 -15.1278
H -3.3316 20.8434 -16.3365
H -1.7505 22.1271 -15.0554
N -0.1455 21.0884 -10.8228
C 0.3239 19.9847 -11.4136
C 0.7892 18.9084 -10.7352
C 0.8112 18.9742 -9.3446
C 0.3880 20.1289 -8.6932
C -0.0590 21.1586 -9.4762
H 0.1874 19.9164 -12.4893
H 1.0803 17.9858 -11.2141
H 1.0858 18.1010 -8.7643
H 0.4923 20.2171 -7.6231
H -0.3492 22.1075 -9.0324
N -6.2937 25.2941 -13.3809
C -6.3573 23.9723 -13.3975
C -6.5230 23.2030 -14.5346
C -6.9257 23.8612 -15.6755
C -6.9137 25.2463 -15.6804
C -6.6064 25.8994 -14.5110
H -6.1463 23.4628 -12.4574
H -6.4548 22.1279 -14.4735
H -7.1068 23.2730 -16.5688
H -7.2914 25.7707 -16.5484
H -6.6732 26.9820 -14.4610
N -1.4028 24.5372 -13.8082
C -0.4354 25.0361 -14.5735
C -0.6392 25.7783 -15.7157
C -1.9502 26.0437 -16.1060
C -2.9758 25.5479 -15.3071
C -2.6390 24.7617 -14.2290
H 0.5964 24.8870 -14.2596
H 0.1755 26.1572 -16.3148
H -2.0967 26.6340 -17.0030
H -4.0279 25.7251 -15.4867
H -3.4231 24.2964 -13.6388
N 0.5614 24.5409 -11.5032
C 0.2274 25.8055 -11.2375
C 1.1250 26.8513 -11.2358
C 2.4365 26.5364 -11.5729
C 2.8292 25.2265 -11.7996
C 1.8398 24.2776 -11.7212
H -0.8108 25.9561 -10.9756
H 0.8748 27.8828 -11.0505
H 3.1738 27.3339 -11.6033
H 3.8614 24.9890 -11.9996
H 2.1074 23.2465 -11.9439
N -0.7565 29.7848 -11.8621
C -0.9510 29.5199 -13.1500
C -1.9837 28.7199 -13.5800
C -2.7500 28.0432 -12.6604
C -2.4467 28.1817 -11.3165
C -1.4495 29.0722 -10.9786
H -0.2482 29.9909 -13.8261
H -2.1814 28.6158 -14.6410
H -3.5495 27.3583 -12.9219
H -2.8886 27.5538 -10.5620
H -1.1435 29.3303 -9.9670
C -0.9593 24.9300 -5.1986
N 0.1469 23.9769 -5.1821
O 0.2987 23.3258 -4.1871
O 0.8169 23.8986 -6.1911
H -0.7370 25.8315 -5.7548
H -1.1862 25.2006 -4.1705
H -1.8251 24.4705 -5.6618
C -6.9254 25.0446 -9.7263
Cl -8.0699 23.7074 -9.8142
Cl -7.7380 26.5966 -9.3670
H -6.2607 24.8438 -8.8990
H -6.3840 25.2281 -10.6420
C -3.3667 21.2464 -5.4858
Cl -2.1566 20.5070 -6.5408
Cl -2.8103 21.3062 -3.7913
H -3.7049 22.1981 -5.8707
H -4.1868 20.5432 -5.4062


Record 3
50
Properties=species:S:1:pos:R:3 method="wB97M-V/def2-TZVPD" total_energy_ha=-1922.875009 orbital_gap_ev=9.7 relative_energy_kj_mol=236.6 fmax_ev_per_a=8.4 homo_energy_ha=-0.3488
C 4.0977 -4.8266 0.4664
C 2.6128 -4.9106 0.4656
O 2.1099 -4.1140 1.5328
C 3.1313 -3.4605 1.9730
O 2.9809 -2.7411 2.9381
O 4.2269 -3.6266 1.1779
H 4.3807 -4.8718 -0.5853
H 4.6285 -5.6396 0.9617
H 2.2927 -5.9088 0.7643
H 2.1301 -4.5746 -0.4521
C -0.7327 5.2959 2.8914
C -1.5246 4.9662 4.1340
O -1.3823 3.6498 4.3519
C -0.6561 3.0343 3.3681
O -0.3930 1.8272 3.2580
O -0.2709 3.9744 2.5243
H 0.0971 5.9626 3.1262
H -1.4304 5.6868 2.1507
H -2.5525 5.3263 4.0925
H -0.9940 5.3446 5.0078
C -3.6323 2.7834 0.4123
C -2.8207 3.4527 -0.7080
O -2.7959 4.8348 -0.3766
C -3.7670 5.1310 0.4487
O -4.1378 6.1323 0.7650
O -4.2979 3.9384 0.8853
H -3.0105 2.2929 1.1612
H -4.4793 2.1979 0.0549
H -3.3257 3.3057 -1.6627
H -1.7806 3.1329 -0.6439
C 0.9874 -2.4170 -4.5452
C 0.9395 -3.6921 -3.6880
O 1.4657 -4.6018 -4.6033
C 1.5876 -4.0772 -5.8482
O 2.0996 -4.6560 -6.8051
O 1.1165 -2.9346 -5.8366
H 1.9081 -1.8375 -4.4767
H 0.1711 -1.6961 -4.4997
H -0.0836 -3.8321 -3.3389
H 1.3462 -3.6864 -2.6768
C -0.6259 0.3764 -0.7325
S -0.3367 -1.4049 -0.2415
O 0.7642 -1.9592 -1.1990
C 0.3996 -0.9197 1.4465
H 0.3049 0.9296 -0.6076
H -1.4974 0.6946 -0.1603
H -0.8970 0.4934 -1.7818
H 1.3345 -0.4050 1.2248
H 0.6020 -1.8010 2.0552
H -0.2909 -0.1693 1.8314


Record 4
8
Properties=species:S:1:pos:R:3 method="wB97M-V/def2-TZVPD" total_energy_ha=-282.903144 orbital_gap_ev="8.4 / 9.0" relative_energy_kj_mol=931.7 fmax_ev_per_a=3.3 homo_energy_ha="-0.3389 / -0.3373"
C 0.6155 -0.7259 -0.5433
C 0.6456 0.7607 -0.2049
N 2.6321 -0.2178 0.2317
O 1.9850 0.9439 0.2632
O 1.7900 -1.1395 -0.2100
H 0.0291 -2.7893 0.3990
H 0.5440 1.4449 -1.1963
H -0.0275 1.2272 0.6107


Record 5
16
Properties=species:S:1:pos:R:3 method="wB97M-V/def2-TZVPD" smiles="[H]/N=C(/N)c1nc(C)co1" total_energy_ha=-434.200549 orbital_gap_ev=9.1 relative_energy_kj_mol=114.9 fmax_ev_per_a=3.9 homo_energy_ha=-0.3243
C -2.5718 -0.8455 -0.4926
C 0.7139 0.0053 0.2843
C 1.7522 1.0574 0.3997
C -1.1186 -0.7942 -0.2017
N 1.3085 2.1851 1.0151
C -0.1198 -1.6367 -0.6222
O 1.0625 -1.2537 -0.0313
N -0.5598 0.1830 0.5704
N 2.9788 0.9118 0.0952
H 1.9600 2.9501 1.0874
H 0.3150 2.3125 1.0940
H 3.2024 -0.0123 -0.2528
H -0.0979 -2.4950 -1.2632
H -2.8196 -1.7662 -1.0366
H -2.8673 0.0260 -1.0763
H -3.1386 -0.8276 0.4305


Record 6
26
Properties=species:S:1:pos:R:3 method="wB97M-V/def2-TZVPD" smiles="CC[C@](Br)(C(=O)C1CC1)S(C)(=O)=O" total_energy_ha=-3510.431010 orbital_gap_ev=10.1 relative_energy_kj_mol=0.0 fmax_ev_per_a=5.5 homo_energy_ha=-0.3596
C 0.7417 0.2501 1.1200
C 0.3640 1.9190 2.9642
C 1.4818 2.3581 2.2266
C 0.3527 1.5599 1.5825
C -0.6356 -2.3508 -0.0623
C -0.8097 0.3618 -3.1116
C 0.5172 -1.5627 -0.8080
C 0.3522 -0.1212 -0.5291
O 1.5867 -0.4709 1.5514
O -2.3655 0.1524 -1.0163
O -0.9827 2.0850 -1.0815
S -1.1071 0.6961 -1.3606
Br 2.0140 0.8327 -1.1359
H 0.4870 1.2270 3.7381
H -0.5185 2.5218 3.2549
H 1.6660 3.3522 1.9137
H 2.2856 1.7861 2.5157
H -0.0428 2.2540 0.8299
H -1.1409 -1.7238 0.6981
H -1.2463 -2.6340 -0.8294
H -0.2957 -3.1901 0.5004
H -0.9012 1.2926 -3.6543
H 0.1491 -0.1052 -3.2537
H -1.6249 -0.4148 -3.4153
H 0.3981 -1.7143 -1.9077
H 1.5025 -1.7773 -0.3887


Record 7
70
Properties=species:S:1:pos:R:3 method="wB97M-V/def2-TZVPD" multiplicity=2 s2=0.765 total_energy_ha=-2501.003807 total_charge=+2 orbital_gap_ev="4.2 / 4.2" fmax_ev_per_a=4.9 homo_energy_ha="-0.4760 / -0.4752"
Ir -0.7142 -0.1784 -0.0029
B -0.4177 -3.7777 0.3202
N 0.8315 -2.9330 0.5192
C 1.9868 -3.4109 1.0125
C 2.9247 -2.3975 1.0045
C 2.2389 -1.3012 0.4895
N 0.9790 -1.6410 0.2177
N -1.2900 -3.2958 -0.8234
C -1.9504 -4.0806 -1.6888
C -2.6877 -3.2808 -2.5392
C -2.4344 -1.9796 -2.0996
N -1.5933 -2.0151 -1.0712
H -0.1086 -4.9075 0.1487
H -1.0577 -3.7283 1.3317
H 2.0796 -4.4276 1.3326
H 3.9490 -2.4282 1.3080
H 2.6080 -0.3202 0.2737
H -1.8724 -5.1475 -1.6602
H -3.3111 -3.5815 -3.3547
H -2.8239 -1.0549 -2.4724
N -7.6193 2.4623 -2.9516
C -6.3730 2.5105 -2.4529
C -5.2576 2.3645 -3.3071
C -3.9822 2.3662 -2.7969
C -3.7940 2.5082 -1.4276
C -4.8728 2.6700 -0.5685
C -6.1543 2.6986 -1.0706
S -2.1602 2.2446 -0.7805
O -1.2881 3.3770 -0.8506
O -2.2980 1.6189 0.5383
N -1.5998 1.0096 -1.6795
C -0.5485 1.0727 -2.5083
N -0.4964 1.8689 -3.5641
C 0.5528 1.7808 -4.3563
C 1.5816 0.8707 -4.1281
C 1.4704 0.0951 -2.9821
N 0.4329 0.2093 -2.1723
H -7.7736 2.2897 -3.9308
H -8.4239 2.5908 -2.3621
H -5.4219 2.2394 -4.3659
H -3.1220 2.2611 -3.4400
H -4.6804 2.7636 0.4884
H -7.0032 2.8486 -0.4210
H 0.5658 2.4522 -5.2048
H 2.4203 0.7822 -4.7988
H 2.2305 -0.6216 -2.6944
C -3.8819 0.5288 4.3460
N -2.5698 0.1711 3.8519
C -1.4502 0.5375 4.6907
C -2.3719 -0.3909 2.6649
C -3.5785 -0.8699 1.9119
O -1.2164 -0.5654 2.2185
H -3.7995 0.7934 5.3975
H -4.5848 -0.2980 4.2536
H -4.2767 1.3901 3.7995
H -1.5739 0.0718 5.6697
H -1.3950 1.6191 4.8233
H -0.5296 0.1741 4.2383
H -4.2369 -0.0379 1.6757
H -4.1298 -1.6062 2.4987
H -3.2504 -1.3348 0.9829
C 1.8265 2.8158 -0.1197
S 0.7923 1.9336 1.0763
C 2.0337 1.5611 2.3544
H 2.4456 2.1216 -0.6814
H 2.4487 3.5272 0.4166
H 1.1422 3.3424 -0.7793
H 2.2600 2.4769 2.8940
H 2.9457 1.1624 1.9248
H 1.5932 0.8373 3.0305


Record 8
17
Properties=species:S:1:pos:R:3 method="wB97M-V/def2-TZVPD" multiplicity=2 s2=0.751 total_energy_ha=-251.346393 orbital_gap_ev="4.3 / 11.5" relative_energy_kj_mol=89.5 fmax_ev_per_a=1.5 homo_energy_ha="-0.1206 / -0.3983"
C -0.0078 -0.9855 2.5973
N -0.5756 -1.4587 1.2848
H -0.2707 -1.7516 3.3196
H -0.3732 0.0166 2.7815
H 1.0668 -0.8691 2.5036
H -1.5728 -1.8410 1.3477
H -0.7674 -0.6606 0.6449
H 0.1065 -2.0704 0.7909
C 0.6955 0.9777 -1.0375
O 0.1741 -0.3492 -1.2142
C -0.1529 1.9796 -1.8194
H 1.7153 1.0029 -1.4345
H 0.7617 1.3110 -0.0053
H -0.0948 -0.3692 -2.1318
H -1.1994 1.8578 -1.5461
H 0.0328 1.9627 -2.8904
H 0.0805 2.9934 -1.4667


What did the first record say?
14
Properties=species:S:1:pos:R:3 method="wB97M-V/def2-TZVPD" smiles="O=C1[C@H]2N[C@@H]1C[C@@H]2F" total_energy_ha=-423.877219 orbital_gap_ev=10.7 relative_energy_kj_mol=373.4 fmax_ev_per_a=6.0 homo_energy_ha=-0.3585
C 0.4435 0.8444 0.8559
C 1.2475 -0.2799 0.1657
C 0.1248 -0.8984 -0.7467
C -1.0061 0.5829 0.2410
C -0.5023 0.4757 -1.1382
H 0.8050 1.9440 0.5953
H 1.5103 -1.0597 1.0101
H 2.0443 -0.1001 -0.5520
H 0.3679 -1.7617 -1.4290
H -1.9666 -1.2701 0.0528
H -1.8890 0.9429 0.6963
N -0.9205 -1.0349 0.3277
O -0.6957 1.0200 -2.2402
F 0.4370 0.5949 2.1613